[1]
{
  "formula": "C17H34BrIN3O9S2",
  "method": "ωB97M-V/def2-TZVPD",
  "total_charge": 1,
  "e_tot_ha": -5177.126881,
  "spin_multiplicity": 1,
  "orbital_gap_ev": 7.236,
  "lumo_ev": -3.8,
  "symbols": ["H", "H", "H", "H", "H", "C", "N", "C", "C", "S", "H", "I", "H", "H", "H", "H", "H", "H", "Br", "S", "N", "C", "H", "H", "H", "C", "H", "H", "C", "H", "H", "C", "C", "O", "N", "O", "O", "C", "H", "H", "H", "H", "O", "O", "H", "C", "H", "H", "C", "H", "C", "O", "H", "O", "O", "C", "C", "H", "H", "C", "C", "C", "H", "H", "H", "H", "O"],
  "positions_angstrom": [[0.7003, 0.7987, -3.2965], [-5.8365, 3.7171, -2.7790], [0.2961, -0.9016, -0.0610], [-0.1137, -5.5242, 5.9057], [-3.4521, 0.7117, -0.6947], [1.7590, 1.7175, -0.1356], [1.2392, 2.8188, 0.7619], [0.0177, 3.4462, 0.1070], [4.5128, -3.7247, -3.8253], [-1.9873, -3.5835, 4.7839], [-1.1323, -0.7728, 1.8198], [1.9782, -2.6690, 1.2592], [2.7763, 2.1617, -0.5374], [2.4139, 0.7587, 1.8255], [0.3400, 4.1603, -0.7857], [3.4848, -5.0211, -2.3909], [-4.8243, 3.7116, -0.4215], [-4.0115, 3.4892, -3.1917], [2.7868, 6.6674, 2.2393], [2.9852, -1.7905, -3.4140], [0.7378, 0.4052, -2.3103], [-4.7048, 2.7096, -1.0593], [-0.7876, 3.9415, 0.8033], [2.5413, -4.6436, -3.8589], [3.1741, -0.0856, 0.3218], [-0.6346, 2.1205, -0.6770], [-4.9151, 1.6627, -4.3640], [-2.0014, 1.6666, -2.5176], [-3.3313, 1.8978, -0.6778], [-5.1783, 0.8376, -2.8634], [-5.6140, 2.0192, -0.7131], [2.1507, 0.3794, 0.7243], [-4.9254, 2.9616, -2.6734], [3.5813, -0.7846, -2.5660], [-5.3789, 1.6966, -3.4265], [-2.7340, -3.6688, 6.0193], [-0.3977, -3.6440, 5.1447], [0.9502, -0.7224, 0.8921], [-0.8602, 1.3416, 0.1966], [0.7971, 2.3300, 1.5903], [-3.0917, 2.1603, 0.4601], [3.1665, 4.0227, 0.7308], [-2.0875, -5.0249, 4.0286], [-2.1951, -2.5380, 3.8091], [-2.0892, 3.5182, -1.8429], [-2.0030, 2.3645, -1.5502], [1.1347, -4.9924, 4.7452], [-0.0838, 0.6018, 2.5848], [2.2659, 3.6985, 1.4403], [-0.7991, -6.6450, 3.8455], [1.6361, 4.9968, 2.2347], [2.6722, -3.1100, -2.5077], [2.7770, 3.0230, 2.2814], [1.8339, -1.5344, -4.2508], [4.1538, -2.4449, -4.3435], [3.2589, -4.2500, -3.1313], [-0.7762, -5.5520, 3.8340], [0.2026, -1.1885, 3.0998], [1.6161, -0.1802, -2.1867], [-0.0311, -0.4967, 2.1851], [0.7412, 1.6220, -1.4144], [0.0659, -4.9811, 4.9718], [-0.4110, -5.2062, 2.8615], [5.3301, -3.5856, -3.1103], [1.0021, 2.4925, -2.1806], [4.8446, -4.3834, -4.6323], [0.4642, 5.0204, 2.8837]],
  "forces_ev_per_a": [[0.33, -1.20, 1.72], [2.01, -1.41, 0.35], [1.57, 0.54, 1.69], [0.06, -0.01, -0.12], [0.24, 2.65, -0.25], [2.89, -0.82, -1.98], [-2.09, 0.06, 2.14], [-2.27, 0.05, -3.01], [0.36, -0.58, 0.56], [-0.47, -0.08, 0.53], [2.38, 0.58, 0.99], [-0.48, 0.81, -0.31], [-1.91, -1.06, 0.74], [-0.49, -0.86, -2.21], [-0.45, -1.21, 2.26], [-0.10, 0.34, 0.05], [0.54, -2.12, -1.65], [-1.58, -1.14, 1.13], [-1.20, -2.14, -0.10], [0.02, -1.13, -0.88], [0.74, 1.00, 0.66], [-0.73, -0.81, -0.20], [2.21, -0.95, -0.99], [0.12, -0.02, 0.06], [-2.57, 1.02, 0.58], [0.53, -0.52, 0.94], [-0.52, -0.25, 1.41], [0.32, 1.80, 1.99], [0.55, 0.54, 1.07], [0.01, 1.10, -0.97], [1.89, 1.53, -0.72], [0.16, 0.24, 0.70], [-1.04, 0.86, 0.26], [-0.95, -0.74, -0.68], [1.43, 0.68, 0.76], [0.84, 0.35, -1.92], [-0.86, 0.32, -0.70], [-0.21, 0.30, 0.39], [0.26, 1.43, -1.83], [0.45, 0.38, -1.02], [-0.57, -0.60, -2.29], [-2.39, -0.56, 1.29], [0.06, 0.86, 0.77], [0.23, -1.01, 1.30], [0.19, -2.59, 0.51], [-0.21, -0.34, 0.11], [-0.21, 0.27, 0.01], [0.27, -1.79, -0.84], [2.22, 0.75, 1.14], [-0.23, 0.24, 0.08], [-5.83, 0.28, 3.12], [0.49, 1.35, -0.27], [-1.10, 1.55, -1.72], [1.64, 0.17, 1.21], [-1.18, 0.62, 0.54], [0.07, -0.58, -0.71], [0.65, -0.04, -0.30], [-0.30, 1.40, -1.88], [-1.60, 1.47, -0.27], [-1.24, -0.28, -0.33], [-0.45, 1.80, -0.48], [-0.05, -0.77, 0.22], [0.03, -0.05, 0.08], [-0.07, -0.07, -0.07], [-0.30, -1.25, 2.03], [-0.15, 0.32, 0.00], [8.04, -0.67, -4.69]]
}



[2]
{
  "formula": "C17H34ClFN4OSSi2",
  "method": "ωB97M-V/def2-TZVPD",
  "e_tot_ha": -2499.852889,
  "spin_multiplicity": 1,
  "orbital_gap_ev": 9.421,
  "lumo_ev": 0.4,
  "symbols": ["C", "H", "S", "H", "C", "H", "H", "H", "C", "N", "H", "C", "N", "H", "C", "C", "H", "C", "H", "N", "C", "H", "H", "H", "H", "Si", "N", "H", "H", "C", "H", "H", "C", "C", "O", "H", "C", "H", "C", "H", "H", "H", "H", "Si", "H", "H", "H", "H", "H", "C", "H", "H", "H", "H", "H", "F", "C", "Cl", "C", "H", "C"],
  "positions_angstrom": [[-0.7524, -0.2541, 4.8379], [-0.4108, -3.2950, -1.9803], [2.0575, -1.6727, -2.4536], [-0.5427, -3.6834, -7.2574], [-2.3920, 0.8413, -0.3091], [-2.9380, 2.3709, 5.5577], [1.8691, 2.2020, 2.7529], [-3.4665, -1.0684, -0.0508], [3.4427, 3.5489, 2.1000], [-3.4222, -0.4910, -2.0419], [0.3329, -0.3500, 4.8413], [-1.1648, 1.1633, 5.2171], [-3.6082, -3.5911, -3.7071], [-1.6228, -4.3371, -6.0317], [-3.1801, -0.3290, -0.8002], [-2.6863, 1.3499, 5.2712], [4.1459, 2.6675, 3.9542], [2.5677, -0.2019, -1.5035], [-1.1572, -0.9834, 5.5421], [-3.7315, 0.8631, 2.9328], [-0.8190, -3.6205, -6.2051], [-0.7553, -2.2959, -3.7354], [-2.6887, 1.0609, 0.7126], [0.2475, -4.4687, -0.8604], [2.5160, -0.3811, -0.4328], [-0.5827, 0.4353, -0.3991], [3.1276, 5.4381, 4.9979], [-0.7412, 1.8700, 4.5015], [1.4202, 1.3584, -3.4743], [-1.2528, -2.2039, -5.8463], [3.6147, -0.0234, -1.7397], [-1.1020, -0.5144, 3.8381], [-3.2970, 1.0774, 3.9719], [-1.6120, -2.0438, -4.3650], [0.2357, 1.6239, -1.1955], [-0.4474, -1.5055, -6.0790], [-2.7294, -2.9085, -3.9874], [-0.7547, 1.4158, 6.1959], [1.9749, 3.1664, 2.2509], [2.3897, -3.3549, -0.7611], [-2.1102, -1.9170, -6.4574], [0.8811, -4.3857, -2.5000], [5.2303, 3.8856, 3.2870], [1.6352, 1.3287, -2.0247], [-1.9003, -1.0180, -4.1375], [1.4991, 3.0901, 1.2730], [1.1088, -2.2617, -0.3142], [3.9450, 2.8124, 1.4709], [-3.1314, 0.6776, 6.0059], [1.5364, -2.8060, -1.1529], [-0.3962, -0.8745, -1.0314], [-2.6287, 1.7245, -0.8973], [0.0442, -3.9281, -5.6117], [3.5190, 4.5083, 1.5860], [-3.9212, -1.3715, -2.1644], [0.0265, 0.3340, 1.0737], [3.5915, 4.6379, 4.3201], [2.8710, 2.9376, -1.5810], [4.1820, 3.6294, 3.4406], [1.4277, 3.9128, 2.8283], [0.5057, -3.7917, -1.6724]],
  "forces_ev_per_a": [[-0.01, 0.03, -0.01], [-0.04, 0.06, -0.02], [-0.20, 0.14, -0.04], [0.02, 0.00, 0.00], [-0.25, 0.02, 0.21], [-0.04, 0.01, 0.02], [-0.01, -0.01, -0.01], [-0.11, -0.02, 0.09], [-0.17, -0.07, -0.06], [0.01, -0.10, 0.70], [0.01, -0.01, 0.01], [0.11, -0.12, -0.03], [-0.11, -0.08, 0.08], [-0.01, 0.00, 0.04], [0.10, 0.01, -0.75], [0.13, 0.02, 0.00], [0.01, -0.02, 0.02], [0.08, -0.02, -0.32], [0.00, -0.01, 0.00], [-0.08, -0.06, -0.16], [-0.02, 0.04, -0.01], [-0.03, 0.08, -0.07], [0.09, 0.01, 0.26], [-0.04, -0.16, -0.01], [-0.09, -0.08, 0.13], [-0.75, 0.47, -0.11], [-0.10, 0.09, 0.08], [-0.03, 0.05, 0.01], [-0.10, -0.06, -0.01], [0.06, -0.12, -0.08], [0.15, 0.09, 0.09], [-0.02, 0.00, 0.00], [0.03, 0.05, 0.08], [0.03, 0.01, -0.19], [0.36, -0.85, -0.21], [-0.01, 0.05, 0.06], [0.13, 0.06, 0.00], [-0.05, 0.05, 0.01], [0.02, 0.01, -0.02], [0.21, 0.03, -0.05], [-0.01, 0.04, 0.02], [0.06, -0.05, -0.15], [0.03, -0.01, 0.03], [0.23, 0.71, 0.16], [-0.01, 0.03, 0.07], [0.00, -0.02, 0.00], [-0.01, 0.25, -0.04], [0.07, 0.02, 0.02], [-0.02, -0.01, 0.02], [-0.05, -0.35, 0.26], [0.16, 0.01, -0.06], [0.15, 0.03, -0.27], [0.01, -0.01, 0.01], [0.05, 0.01, 0.00], [-0.08, 0.03, -0.18], [0.22, -0.07, 0.28], [0.12, -0.06, 0.01], [-0.09, -0.14, -0.04], [-0.08, 0.02, -0.15], [0.02, 0.01, 0.04], [-0.06, -0.02, 0.23]]
}



[3]
{
  "formula": "C17H34N2O11S",
  "method": "ωB97M-V/def2-TZVPD",
  "e_tot_ha": -2003.026717,
  "spin_multiplicity": 1,
  "orbital_gap_ev": 8.112,
  "lumo_ev": 0.2,
  "smiles": "c1cncc(N2c3ccccc3Sc3ccccc32)c1.O.O.O.O.O.O.O.O.O.O.O",
  "symbols": ["H", "S", "C", "C", "C", "O", "O", "H", "H", "H", "H", "H", "O", "H", "H", "C", "C", "C", "H", "H", "O", "H", "H", "C", "O", "H", "N", "H", "C", "H", "H", "C", "H", "H", "C", "H", "H", "H", "C", "H", "H", "C", "H", "H", "O", "O", "H", "H", "C", "O", "C", "C", "H", "N", "C", "H", "O", "H", "H", "H", "C", "H", "H", "O", "O"],
  "positions_angstrom": [[2.9622, 3.7038, 6.4670], [-2.5695, 0.0282, -0.0290], [-1.1050, -4.7377, 0.7750], [-0.9025, 0.4194, -4.7037], [2.7266, 1.5476, -0.0327], [-7.7788, -1.9380, 0.1983], [-5.6486, -0.4260, -1.2612], [6.2474, 1.1812, -0.3531], [2.6681, 5.7182, 0.8662], [-4.0521, -2.4601, 1.5314], [-6.3318, -0.7936, -0.6832], [5.4013, 3.5149, 2.6877], [0.4744, -7.7803, 0.2456], [-0.6718, -5.8004, 0.9423], [0.6982, -1.4421, 1.8157], [2.7234, 1.2217, 1.4834], [-2.1047, -1.7654, 0.3103], [1.0573, -0.4215, -0.2134], [2.2456, -6.7409, -2.4781], [3.3992, 1.9212, 2.1460], [-6.2753, 1.0313, -4.2405], [1.0241, -8.5720, 0.1856], [0.7662, -4.0342, -0.4664], [-2.2675, 1.1698, -4.3702], [1.5331, -7.3936, -2.4762], [1.4523, 3.5321, 6.5741], [0.2060, -1.3026, -1.0826], [-2.8851, 1.7475, -5.1553], [1.2659, -0.5577, 1.3075], [1.0479, 7.6502, 1.6141], [-6.8447, 1.7810, -4.0241], [-0.6951, -2.1931, -0.3251], [-4.8202, -0.6230, -0.7999], [-8.2823, -1.8043, -0.6162], [-1.9509, 0.2250, -1.7965], [3.4588, 4.1473, 4.0896], [-0.5003, 0.4573, -5.7951], [1.7955, 8.3302, 2.7534], [-3.0263, -2.7686, 1.1098], [4.2055, 4.8169, 5.2349], [3.1375, 4.2741, 0.9922], [1.8268, 0.7120, -0.9980], [0.9024, -0.8825, -4.0005], [-3.1384, -5.0463, 1.9431], [5.0014, 3.3228, 1.8263], [2.6020, 4.8527, 0.4394], [-8.4117, -2.3509, 0.8002], [-6.1930, 0.5507, -3.4037], [-2.7680, 1.0342, -2.8654], [1.9399, 7.8603, 1.9218], [-0.0731, -0.4050, -3.6101], [-0.5635, -0.5257, -2.0909], [5.6185, 3.7105, 1.1905], [2.0442, 0.2098, 2.2492], [-2.5225, -4.2684, 1.3420], [1.7958, 0.9077, -2.1248], [2.1381, 3.9030, 6.0033], [-3.7720, 1.5452, -2.5702], [1.5726, -7.7856, -3.3584], [6.0048, 1.4559, 1.1259], [-0.2510, -3.7022, -0.0537], [3.3793, 2.3957, -0.4556], [0.1998, -7.6192, -0.6676], [4.3510, 4.3537, 4.4009], [6.5329, 0.9079, 0.5283]],
  "forces_ev_per_a": [[-0.21, -0.16, -0.09], [0.80, -1.55, -1.29], [-1.44, 4.10, -0.74], [-1.48, 0.03, 2.99], [-2.40, -2.92, 0.44], [-0.36, -0.03, -0.15], [-0.23, -0.04, 0.03], [0.03, -0.16, 0.18], [0.00, -0.09, -0.04], [1.93, -0.38, -0.86], [0.15, 0.02, 0.00], [-0.29, 0.11, 0.10], [-0.13, -0.15, -0.04], [-0.97, 2.06, -0.29], [1.03, 1.76, -1.15], [0.32, 0.50, -0.19], [1.60, -2.65, -0.42], [2.50, 3.00, 0.15], [-0.17, -0.09, 0.12], [-1.53, -1.62, -1.58], [-0.15, 0.16, 0.26], [-0.08, 0.22, 0.01], [-1.73, 0.59, 0.68], [2.68, -2.73, 3.53], [0.20, 0.00, -0.35], [0.06, 0.09, -0.19], [-1.83, 1.17, 1.44], [1.22, -1.15, 1.53], [-0.67, -0.59, -0.57], [0.18, 0.02, 0.01], [0.13, -0.16, -0.08], [-2.52, -4.03, 2.87], [0.01, 0.15, -0.17], [0.08, -0.09, 0.11], [1.58, -0.53, -2.41], [0.08, 0.03, 0.14], [-0.73, -0.12, 2.28], [0.12, -0.12, -0.15], [3.50, -1.70, -1.33], [0.07, 0.04, -0.33], [0.09, -0.07, 0.12], [1.08, -0.45, 5.41], [-1.77, 0.73, 1.02], [1.05, 1.74, -1.20], [0.59, 0.12, -0.21], [0.00, 0.26, 0.04], [0.22, 0.11, -0.04], [0.13, -0.06, -0.02], [2.54, -1.25, -1.21], [-0.29, 0.00, 0.08], [-3.10, 1.70, 0.70], [-2.24, 2.45, -4.31], [-0.15, 0.02, 0.06], [-0.24, 1.19, -7.24], [2.65, 2.24, -1.84], [-0.13, -0.45, 2.01], [-0.01, -0.07, 0.41], [2.07, -1.18, -0.45], [-0.08, 0.06, 0.18], [-0.07, -0.12, -0.03], [-2.70, 1.19, 1.14], [-1.23, -1.48, 0.96], [0.24, 0.01, 0.07], [0.06, 0.04, 0.03], [-0.04, 0.26, -0.13]]
}



[4]
{
  "formula": "C17H34NO4S",
  "method": "ωB97M-V/def2-TZVPD",
  "total_charge": -1,
  "e_tot_ha": -1421.992047,
  "spin_multiplicity": 1,
  "orbital_gap_ev": 4.189,
  "lumo_ev": 2.6,
  "symbols": ["H", "H", "H", "C", "C", "H", "C", "O", "H", "H", "O", "H", "H", "C", "H", "H", "S", "H", "H", "H", "O", "C", "H", "H", "H", "O", "C", "H", "C", "H", "C", "H", "H", "C", "H", "C", "C", "H", "H", "H", "H", "H", "C", "H", "C", "C", "C", "C", "C", "H", "H", "H", "H", "N", "H", "H", "H"],
  "positions_angstrom": [[4.2920, 2.7517, -0.8897], [-3.6557, 1.3877, 1.5069], [3.5246, 2.7677, -3.2338], [1.3746, -0.3292, -2.4050], [-0.5014, 0.9784, 2.4407], [1.4037, 1.9247, -4.5928], [-0.9658, -1.4529, 1.9352], [2.3272, -0.3063, -0.2384], [-0.5312, -1.4564, 0.9322], [0.6605, -1.9952, -1.2170], [-4.5059, -0.7499, 4.7554], [0.8470, -0.3321, -4.4946], [5.4505, 1.4059, -2.6288], [1.7217, -0.0989, -3.8785], [1.9804, 2.5811, -2.4449], [-3.5819, -1.5586, 0.9180], [-3.3924, -1.2208, 3.9780], [-1.7271, -2.2344, 1.9432], [4.6209, 0.0167, -3.3704], [0.1512, -2.0480, -2.9212], [-2.3449, -1.9400, 4.6277], [2.7761, 2.0228, -2.9406], [-0.1705, 0.8725, 3.4748], [2.9819, 1.2772, -4.9664], [2.7217, 2.2370, -0.2116], [-3.9503, -2.1919, 2.8443], [-4.4294, -1.6107, 1.6067], [-0.0875, 0.3412, -0.9467], [-2.8044, 0.1640, 3.0342], [1.0971, -1.9369, 2.3857], [2.2197, 1.3213, -4.1833], [-5.4619, 0.0784, 0.8499], [4.1494, 1.2772, 0.1159], [-1.5797, -0.0500, 2.0957], [-1.9492, 0.2357, 1.1056], [-4.0379, 0.7865, 2.3339], [0.1510, -1.8469, 2.9196], [-0.0724, -2.8048, 3.3906], [-4.5403, 1.4656, 3.0216], [-0.7168, 0.2710, -2.6024], [-5.1467, -2.3333, 1.2220], [-2.5123, 0.8433, 3.8411], [0.1595, 0.5256, -1.9939], [1.8298, -2.4382, -2.4644], [3.6620, 1.8889, -0.6389], [4.7576, 0.5764, -2.4422], [3.4043, 1.0728, -1.9056], [0.9749, -1.7976, -2.2408], [-5.0540, -0.2444, 1.8103], [0.3378, 1.5942, -2.1083], [-5.8872, -0.3403, 2.5076], [2.4945, -0.8291, -4.1363], [-0.8787, 1.9949, 2.2961], [2.5763, -0.1238, -1.6088], [5.1974, -0.0996, -1.7073], [0.2737, -1.1335, 3.7323], [0.3666, 0.8433, 1.7871]],
  "forces_ev_per_a": [[-0.01, 0.00, 0.00], [0.01, 0.01, 0.03], [0.01, -0.01, 0.00], [-0.07, 0.05, 0.03], [0.08, 0.05, -0.22], [0.01, 0.00, -0.01], [0.20, -0.17, -0.04], [-0.31, 0.05, 0.05], [0.01, 0.01, 0.03], [0.10, 0.06, 0.04], [0.05, -0.03, -0.01], [0.00, -0.02, 0.00], [0.01, 0.01, 0.01], [0.03, 0.01, -0.01], [0.01, 0.01, 0.00], [-0.03, -0.02, 0.02], [-0.03, -0.08, -0.10], [-0.07, 0.13, -0.04], [0.01, 0.01, 0.00], [0.01, 0.01, 0.00], [-0.10, 0.06, 0.04], [-0.01, -0.02, -0.01], [-0.03, 0.06, 0.00], [0.01, 0.00, 0.01], [0.00, -0.02, 0.01], [-0.02, -0.05, 0.03], [0.04, 0.05, -0.02], [0.17, -0.04, 0.03], [0.01, 0.15, 0.20], [0.03, 0.12, 0.07], [-0.03, 0.01, 0.01], [0.00, 0.01, 0.03], [0.00, 0.00, 0.00], [-0.04, 0.07, -0.12], [0.01, -0.15, -0.03], [0.02, 0.07, -0.02], [-0.05, -0.18, 0.01], [0.01, 0.03, -0.04], [-0.01, -0.03, -0.01], [0.03, -0.04, -0.02], [0.00, 0.03, 0.01], [0.05, -0.06, -0.01], [-0.25, 0.09, 0.04], [0.01, 0.02, 0.01], [0.01, 0.02, -0.04], [-0.02, -0.04, 0.02], [-0.03, 0.11, 0.04], [-0.15, -0.07, -0.07], [0.01, -0.04, -0.03], [-0.02, 0.00, 0.00], [0.03, -0.01, -0.01], [0.02, 0.02, 0.02], [0.00, -0.01, 0.07], [0.24, -0.22, 0.05], [-0.01, -0.01, -0.01], [0.02, -0.01, -0.02], [-0.02, 0.00, 0.00]]
}